No. 1
ORCA calculation (wB97M-V/def2-TZVPD) on one molecule with the formula C4H10O2.

Each line ends with the Löwdin charge.
CARTESIAN COORDINATES (ANGSTROEM)
C1 2.97 -0.10 -0.03  -0.1226
O1 1.72 0.54 -0.18  -0.1877
C2 0.66 -0.31 0.17  -0.2209
C3 -0.65 0.43 -0.09  -0.2170
O2 -1.66 -0.54 -0.20  -0.1901
C4 -2.95 0.00 -0.34  -0.1171
H1 3.73 0.59 -0.40  0.0885
H2 3.18 -0.34 1.02  0.0892
H3 3.01 -1.03 -0.62  0.0896
H4 0.66 -1.22 -0.44  0.1308
H5 0.73 -0.61 1.23  0.1315
H6 -0.86 1.15 0.72  0.1315
H7 -0.55 1.00 -1.03  0.1317
H8 -3.43 0.17 0.63  0.0883
H9 -2.92 0.96 -0.89  0.0872
H10 -3.55 -0.71 -0.92  0.0873

Calculated values
Orbital gap: 10.9533 eV
Relative energy (zero: lowest compared OMol25 entry of this formula, charge and spin): 1.6922 eV
Net charge: 0
SMILES: COCCOC
HOMO level: -9.84 eV
Multiplicity: 1

=====

No. 2
ORCA calculation (wB97M-V/def2-TZVPD) on C34H34I2N8O3STi as an isolated structure in a non-equilibrium geometry.

Each line ends with the Löwdin charge.
CARTESIAN COORDINATES (ANGSTROEM)
Ti1 0.36 0.45 0.26  0.9408
I1 -6.04 -1.47 3.10  0.8582
C1 -4.32 -1.34 1.88  -0.7102
C2 -3.47 -2.43 1.76  -0.2075
C3 -2.32 -2.29 1.01  -0.5858
I2 -1.07 -3.93 0.63  1.1135
C4 -1.96 -1.08 0.40  -0.4285
O1 -0.83 -0.92 -0.23  -0.2566
C5 -2.92 -0.04 0.43  -0.1482
C6 -2.69 1.08 -0.55  -0.1092
N1 -1.41 1.78 -0.39  -0.0890
C7 -1.50 2.93 0.51  -0.1337
C8 -1.13 2.53 1.91  -0.2287
C9 -1.64 3.22 3.01  0.0108
C10 -1.18 2.92 4.27  -0.0182
C11 -0.15 1.99 4.39  -0.0199
C12 0.31 1.37 3.25  -0.1160
N2 -0.20 1.58 2.03  0.0246
C13 -4.08 -0.18 1.17  -0.1090
H1 -3.71 -3.38 2.23  0.0907
H2 -3.53 1.79 -0.50  0.1301
H3 -2.70 0.63 -1.55  0.1476
H4 -1.10 2.10 -1.30  0.1354
H5 -2.49 3.41 0.47  0.1358
H6 -0.75 3.68 0.21  0.1289
H7 -2.38 3.99 2.85  0.1239
H8 -1.57 3.43 5.14  0.1200
H9 0.28 1.76 5.35  0.1172
H10 1.15 0.68 3.31  0.1088
H11 -4.81 0.62 1.19  0.1008
O2 1.26 2.78 -0.02  -0.5690
S1 2.55 2.12 0.40  0.8650
N3 2.24 0.71 0.76  -0.4405
C14 5.07 -2.79 -5.19  -0.0306
C15 4.21 -1.82 -4.44  -0.2332
C16 2.96 -2.20 -3.97  0.0087
C17 2.14 -1.32 -3.28  -0.1800
C18 0.75 -1.73 -2.92  -0.0209
C19 2.61 -0.01 -3.01  -0.1045
C20 1.82 0.90 -2.25  -0.1143
O3 0.92 0.56 -1.42  -0.2151
C21 3.88 0.39 -3.50  -0.1878
C22 4.45 1.74 -3.20  -0.0298
C23 4.64 -0.52 -4.21  0.0076
H12 4.57 -3.76 -5.27  0.0804
H13 6.03 -2.92 -4.69  0.0927
H14 5.27 -2.42 -6.19  0.0932
H15 2.60 -3.20 -4.17  0.1208
H16 0.52 -2.70 -3.35  0.0914
H17 0.04 -1.00 -3.31  0.1035
H18 0.59 -1.77 -1.84  0.0450
H19 2.00 1.98 -2.38  0.1275
H20 4.56 1.88 -2.12  0.0796
H21 3.80 2.53 -3.57  0.0912
H22 5.42 1.84 -3.67  0.0852
H23 5.61 -0.21 -4.58  0.1257
C24 2.56 -2.32 0.21  0.0065
C25 1.77 -2.20 1.46  -0.3846
N4 0.82 -1.30 1.67  -0.0014
C26 0.28 -1.59 2.89  -0.1539
C27 0.93 -2.65 3.44  -0.0446
N5 1.87 -3.03 2.52  -0.0040
C28 2.74 -4.19 2.69  -0.0571
N6 2.03 -5.26 3.31  -0.0685
N7 1.98 -5.36 4.65  0.0480
N8 1.28 -6.34 5.00  0.0828
C29 0.81 -6.97 3.88  -0.2166
C30 0.02 -8.11 3.72  0.0022
C31 -0.26 -8.50 2.43  -0.0736
C32 0.23 -7.79 1.32  -0.0790
C33 1.01 -6.67 1.45  -0.0841
C34 1.29 -6.27 2.75  -0.1754
H24 2.55 -1.35 -0.30  0.0518
H25 2.10 -3.07 -0.44  0.0817
H26 3.59 -2.61 0.42  0.0940
H27 -0.57 -1.06 3.29  0.1178
H28 0.82 -3.14 4.39  0.1184
H29 3.57 -3.91 3.36  0.1526
H30 3.11 -4.50 1.72  0.1404
H31 -0.33 -8.67 4.58  0.1178
H32 -0.85 -9.39 2.25  0.1073
H33 -0.02 -8.15 0.33  0.1091
H34 1.40 -6.14 0.60  0.0942

Calculated values
Orbital gap (spin up / spin down): 6.2097 / 6.4101 eV
Relative energy (zero: lowest compared OMol25 entry of this formula, charge and spin): 1.4763 eV
Net charge: +1
HOMO level (spin up / spin down): -9.70 / -10.29 eV
Multiplicity: 2

=====

No. 3
ORCA calculation (wB97M-V/def2-TZVPD) on a 2-piece molecular cluster, C4H13NOS overall in a non-equilibrium geometry.

Each line ends with the Löwdin charge.
CARTESIAN COORDINATES (ANGSTROEM)
C1 0.21 -0.77 -1.32  -0.3153
C2 1.29 0.01 -0.60  -0.2482
C3 1.53 -0.53 0.84  -0.5197
S1 1.40 0.72 2.14  0.7902
C4 -0.30 0.38 2.66  -0.4259
N1 0.38 -0.90 -2.76  -0.0173
H1 0.09 -1.80 -0.98  0.1103
H2 -0.73 -0.27 -1.08  0.0913
H3 2.27 -0.08 -1.07  0.1010
H4 1.03 1.07 -0.55  0.0928
H5 0.86 -1.35 1.05  0.0636
H6 2.49 -1.05 0.94  0.0681
H7 -0.43 -0.35 3.44  0.0303
H8 -0.89 0.01 1.83  0.0229
H9 -0.75 1.34 2.92  0.0258
H10 -0.32 -1.51 -3.16  0.0569
H11 0.62 -0.08 -3.29  0.0623
H12 -3.56 1.26 -0.44  0.0331
H13 -2.40 2.28 -0.58  0.0341
O1 -2.80 1.63 0.01  -0.0563

Calculated values
Orbital gap: 8.9367 eV
Relative energy (zero: lowest compared OMol25 entry of this formula, charge and spin): 0.9595 eV
Net charge: 0
SMILES: CSCCCN.O
HOMO level: -8.31 eV
Multiplicity: 1

=====

No. 4
ORCA calculation (wB97M-V/def2-TZVPD) on C26H25N3O2SSeTl as an isolated structure.

Each line ends with the Löwdin charge.
CARTESIAN COORDINATES (ANGSTROEM)
Tl1 0.42 -0.49 -0.88  1.0200
O1 -0.42 -0.28 1.62  -0.2792
C1 0.12 0.88 2.28  -0.1712
C2 0.23 2.01 1.29  -0.2909
C3 0.86 3.19 1.69  0.0057
C4 0.90 4.25 0.80  -0.0120
C5 0.31 4.11 -0.45  -0.0252
C6 -0.27 2.90 -0.76  -0.1306
N1 -0.31 1.85 0.08  -0.0356
H1 -0.46 -0.99 2.27  0.1152
H2 1.10 0.66 2.71  0.1368
H3 -0.55 1.17 3.10  0.1426
H4 1.30 3.27 2.67  0.1340
H5 1.37 5.18 1.08  0.1289
H6 0.29 4.92 -1.16  0.1238
H7 -0.74 2.75 -1.73  0.1183
O2 3.30 -0.40 -0.02  -0.4547
S1 4.31 -1.46 -0.20  1.1453
C7 5.87 -0.89 0.30  -0.3675
C8 6.76 -1.81 0.86  -0.0452
C9 8.01 -1.35 1.23  -0.0213
C10 8.34 -0.01 1.05  0.0017
C11 7.43 0.89 0.49  -0.0229
C12 6.16 0.47 0.12  -0.0397
C13 4.35 -2.02 -1.87  -0.3695
C14 4.00 -1.11 -2.87  -0.0628
C15 4.05 -1.57 -4.17  -0.0279
C16 4.40 -2.89 -4.45  -0.0068
C17 4.74 -3.77 -3.42  -0.0221
C18 4.70 -3.34 -2.10  -0.0466
H8 6.48 -2.84 1.02  0.1246
H9 8.73 -2.03 1.66  0.1312
H10 9.30 0.35 1.37  0.1321
H11 7.71 1.92 0.33  0.1297
H12 5.44 1.15 -0.29  0.1214
H13 3.76 -0.08 -2.65  0.1191
H14 3.82 -0.89 -4.98  0.1282
H15 4.41 -3.24 -5.47  0.1309
H16 5.02 -4.79 -3.65  0.1309
H17 4.96 -4.02 -1.30  0.1256
C19 -6.08 -0.13 3.03  0.0189
N2 -6.27 -0.03 1.58  -0.0485
C20 -5.32 0.25 0.65  -0.6961
Se1 -3.52 0.48 0.92  0.9331
N3 -5.94 0.30 -0.55  0.1401
C21 -7.28 0.07 -0.41  -0.1413
C22 -8.33 0.02 -1.33  0.0264
C23 -9.57 -0.25 -0.81  -0.0131
C24 -9.78 -0.48 0.57  -0.0111
C25 -8.76 -0.43 1.48  0.0310
C26 -7.49 -0.14 0.96  -0.1296
H18 -5.02 -0.10 3.24  0.0563
H19 -6.50 -1.08 3.37  0.1132
H20 -6.59 0.70 3.52  0.1183
H21 -5.46 0.51 -1.41  0.1709
H22 -8.18 0.19 -2.39  0.1302
H23 -10.42 -0.29 -1.48  0.1288
H24 -10.78 -0.69 0.92  0.1289
H25 -8.92 -0.60 2.54  0.1292

Calculated values
Orbital gap (spin up / spin down): 6.0544 / 4.6363 eV
Relative energy (zero: lowest compared OMol25 entry of this formula, charge and spin): 0.2728 eV
Net charge: +3
HOMO level (spin up / spin down): -16.19 / -15.92 eV
Multiplicity: 1